25
Properties=species:S:1:pos:R:3 method="wB97M-V/def2-TZVPD" fmax_ev_per_a=4.23 charge=+1 homo_energy_ev="-11.3 / -12.3" gap_ev="6.55 / 5.51" multiplicity=3
C 2.67440 0.86822 -1.39683
C 1.07198 -0.73903 -1.39756
C 1.48632 0.51406 -0.84881
C 0.07041 -1.43198 -0.88971
C -0.93571 0.83938 1.63303
C 2.22018 -1.09794 -2.37696
C -0.88566 2.08618 2.29779
C -1.92992 -0.09791 2.27982
C -1.11780 -2.05768 -1.16095
N 0.66453 1.17841 0.01142
N -0.33945 0.39216 0.59141
O 3.07573 0.03323 -2.37114
F -1.83194 -2.59785 -0.14915
I -2.42652 -0.69353 -2.28895
I -0.47638 -4.01052 -2.36405
H 3.26078 1.68365 -1.10035
H 2.75704 -1.89557 -2.09369
H 1.79583 -1.29979 -3.26554
H -0.63898 2.88192 1.60354
H -1.94542 2.21076 2.59750
H -0.28398 2.23348 3.28441
H -1.88546 -1.08462 1.94411
H -1.64869 -0.12767 3.27640
H -2.97634 0.10951 2.32990
H 0.24507 2.10313 -0.14563


37
Properties=species:S:1:pos:R:3 method="wB97M-V/def2-TZVPD" fmax_ev_per_a=1.22 charge=0 homo_energy_ev=-8.7 gap_ev=9.36 de_lowest_kcal_mol=26.3 smiles="CN1CCN(C(=O)c2ccc(-n3cccn3)nc2)CC1"
C 3.04331 2.06438 2.12407
N 2.07527 0.99516 2.18346
C 2.56295 -0.25107 1.62784
C 1.35688 -1.18443 1.38950
N 0.26108 -0.77548 2.23313
C -0.97883 -0.42090 1.82504
O -1.85536 -0.09384 2.60362
C -1.24069 -0.45653 0.35288
C -2.19586 -1.31055 -0.19481
C -2.47020 -1.23853 -1.54558
C -1.77830 -0.29136 -2.30158
N -2.00691 -0.18116 -3.66506
C -1.43583 0.71139 -4.51612
C -1.95347 0.45815 -5.75724
C -2.84038 -0.61880 -5.55975
N -2.86157 -0.99029 -4.30135
N -0.88580 0.54559 -1.78546
C -0.63174 0.46708 -0.49356
C 0.68439 -0.46086 3.57765
C 1.57044 0.79800 3.53324
H 3.95003 1.85478 2.71381
H 3.33106 2.22975 1.08686
H 2.58478 2.97466 2.50756
H 3.29808 -0.73484 2.29595
H 3.06099 -0.04192 0.67975
H 1.04483 -1.15774 0.34651
H 1.62973 -2.21830 1.63935
H -2.71031 -2.01752 0.43862
H -3.19262 -1.87486 -2.02859
H -0.72872 1.43045 -4.15929
H -1.73691 0.96249 -6.67613
H -3.45043 -1.12235 -6.28319
H 0.09138 1.17657 -0.11254
H -0.20500 -0.29317 4.18490
H 1.23760 -1.31586 3.97777
H 2.39197 0.69937 4.26552
H 0.98414 1.68251 3.79320


9
Properties=species:S:1:pos:R:3 method="wB97M-V/def2-TZVPD" fmax_ev_per_a=1.17 charge=0 homo_energy_ev=-11.0 gap_ev=11.70 de_lowest_kcal_mol=39.4 smiles=C#C[C@H](O)C#N
C 2.03076 0.55640 0.05440
C 0.94496 0.15305 -0.26605
C -0.39406 -0.42676 -0.48294
O -1.35148 0.45304 -1.01709
C -0.88854 -0.77665 0.87768
N -1.34840 -0.66204 1.93336
H 2.98806 0.91236 0.36224
H -0.32777 -1.26534 -1.18583
H -1.65952 0.99056 -0.27278


10
Properties=species:S:1:pos:R:3 method="wB97M-V/def2-TZVPD" fmax_ev_per_a=2.33 charge=-1 homo_energy_ev="0.5 / -2.4" gap_ev="2.98 / 5.84" multiplicity=2 de_lowest_kcal_mol=12.7
C 0.10232 0.10076 1.62517
O -1.01215 -0.76862 1.65493
H -0.07948 1.09425 2.11440
H 0.97485 -0.36344 2.09962
H 0.36485 0.41492 0.56808
H -1.77428 -0.32214 2.03398
O 0.66375 1.15076 -2.69631
C 0.23744 -0.03390 -2.64891
H -0.42237 -0.36635 -1.83302
H 0.94506 -0.90625 -2.91795


15
Properties=species:S:1:pos:R:3 method="wB97M-V/def2-TZVPD" fmax_ev_per_a=4.90 charge=0 homo_energy_ev=-8.4 gap_ev=8.40 de_lowest_kcal_mol=13.1 smiles=C[C@@H](I)c1cnc[nH]1
C 0.63370 -1.95605 -0.31075
C 0.88865 -0.69096 0.56465
I 3.01213 -0.06636 0.13250
C -0.09058 0.41656 0.39559
C -0.79751 1.40321 1.24106
N -1.55534 2.17818 0.50018
C -1.44040 1.76368 -0.74775
N -0.64510 0.70099 -0.80927
H 0.66151 -1.82359 -1.53396
H -0.32578 -2.40417 -0.12777
H 1.42952 -2.76899 -0.07989
H 1.02556 -0.86276 1.68178
H -0.58457 1.49632 2.34739
H -1.91886 2.32844 -1.61528
H -0.29293 0.28549 -1.63846


25
Properties=species:S:1:pos:R:3 method="wB97M-V/def2-TZVPD" fmax_ev_per_a=8.76 charge=+2 homo_energy_ev="-14.4 / -16.7" gap_ev="6.56 / 7.20" multiplicity=3 de_lowest_kcal_mol=23.0
O -1.91658 -2.54541 -0.02106
C -1.22223 -1.64061 0.00613
Au -0.10163 0.10444 0.00757
O 2.06535 -1.42605 1.91528
C 1.33398 -0.93246 1.20374
C 1.11415 1.71168 -0.05003
O 1.75885 2.65336 -0.12262
C -1.45556 1.04869 -1.36870
O -1.18705 2.11317 -1.80360
C 0.81111 -0.59343 -1.75539
O 1.27249 -0.96267 -2.75887
H -2.35774 0.37632 -1.48535
C -0.78389 -1.43903 4.01646
N 0.04714 -0.19602 3.95951
C 1.09345 0.14055 4.82770
C 1.57626 1.34505 4.42059
N 0.82744 1.70867 3.31220
C -0.12998 0.78366 3.03154
S -1.46637 0.90022 1.86900
H -1.83862 -1.18483 4.16468
H -0.68819 -2.02565 3.09686
H -0.44419 -2.04519 4.85359
H 1.37364 -0.51748 5.63186
H 2.37068 1.95003 4.81787
H 0.92071 2.57579 2.78674


61
Properties=species:S:1:pos:R:3 method="wB97M-V/def2-TZVPD" fmax_ev_per_a=4.16 charge=0 homo_energy_ev=-8.3 gap_ev=8.20 de_lowest_kcal_mol=73.7
C -0.34232 0.65782 1.60071
C -0.00980 0.85519 0.08062
C 0.74855 2.15074 -0.16945
C 1.95074 2.16116 -0.73225
N 2.58212 3.40399 -0.94182
N -1.74014 1.08073 1.74638
H 0.30722 1.38156 2.13966
H -0.07537 -0.34785 1.91641
H 0.74969 0.03609 -0.09794
H -0.98497 0.90729 -0.48287
H 0.13853 3.00457 0.18696
H 2.33753 1.29375 -1.21463
H 2.10981 4.26710 -0.95246
H 3.44077 3.26864 -1.50735
H -2.38870 0.44805 1.28816
H -2.06516 1.05974 2.68261
H -1.22813 0.72553 -3.10565
H -0.97075 0.35818 -4.69765
O -1.05041 0.05304 -3.79590
H -2.44319 -1.22258 4.20061
H -0.96519 -0.75191 4.11247
O -1.82463 -0.69187 3.68167
H 1.27859 -0.78040 4.11481
H 1.02282 0.14709 5.34443
O 0.68059 -0.69185 4.89225
H -3.31650 -0.56999 -0.55299
H -3.53511 -0.62744 -2.10539
O -3.54774 -0.04837 -1.34224
H -2.93922 -3.34896 -2.04042
H -1.94610 -3.81494 -1.01643
O -2.88457 -3.87891 -1.22811
H 3.56239 2.99377 1.75662
H 2.18701 2.97184 2.40178
O 3.08635 2.63211 2.49610
H 2.49984 -3.80639 0.74555
H 2.37490 -2.20452 0.55201
O 2.01287 -3.11586 0.28378
H 0.52566 -0.49648 -3.39096
H 1.94587 -0.72980 -3.84425
O 1.39388 -0.88767 -3.09187
H -2.87689 1.26311 -2.29148
H -1.93059 2.51557 -1.79941
O -2.16850 1.94687 -2.57443
H 2.75928 0.75286 3.27633
H 3.40069 -0.49127 2.62607
O 2.70357 -0.20666 3.26716
H 0.87159 -2.37899 -2.40949
H 1.34457 -3.34877 -1.31340
O 0.71707 -3.29112 -2.04765
H -2.99213 3.53741 -0.21328
H -2.08237 2.53424 0.58445
O -2.11970 3.18759 -0.19690
H -3.18882 -2.66762 -0.09177
H -1.88228 -2.06015 0.67740
O -2.83334 -1.92085 0.48242
H 3.61493 -0.76186 0.45309
H 4.02914 0.59209 1.02437
O 4.35784 -0.33970 0.93717
H -1.60202 -1.48545 -3.66019
H -0.96711 -2.77277 -3.17083
O -1.83268 -2.44673 -3.47262


8
Properties=species:S:1:pos:R:3 method="wB97M-V/def2-TZVPD" fmax_ev_per_a=4.85 charge=+3 homo_energy_ev="-28.0 / -29.5" gap_ev="11.27 / 10.05" multiplicity=5 de_lowest_kcal_mol=18.3
O 0.21670 1.03626 -0.54098
O 0.51487 -0.80543 0.45869
C -1.03782 0.57502 -0.25067
C -0.86058 -0.62046 0.36594
C 1.12031 0.25025 0.00914
H -1.46751 -1.12358 1.11369
Co 3.21944 0.58453 -0.05465
H -1.70542 0.10342 -1.10115